# C2H5Cl2P

A single C2H5Cl2P molecule at a distorted geometry (ωB97M-V/def2-TZVPD, the Open Molecules 2025 dataset).

The geometry in XYZ format:
```
10
Properties=species:S:1:pos:R:3:forces:R:3:mulliken_charge:R:1
C -0.827 0.834 0.244 -0.1279 -2.9551 2.6014 -0.516
C 0.006 -0.198 -0.469 1.0337 0.1026 1.4261 -0.416
P 1.854 0.012 -0.105 -0.5456 0.0109 -0.7676 -0.015
Cl -2.528 0.547 0.016 -1.9918 -0.7049 -0.3006 -0.182
Cl -0.340 -1.861 0.110 -0.7999 0.0952 -0.4002 -0.127
H -0.718 0.708 1.360 0.4333 0.9369 -1.1996 0.318
H -0.817 1.750 -0.209 1.4507 2.6392 -0.4644 0.351
H -0.215 -0.059 -1.475 -0.2801 -0.5288 -2.0238 0.455
H 1.457 -0.429 1.149 0.7151 -0.1939 0.7944 0.063
H 2.129 -1.305 -0.621 0.1125 0.5981 0.3343 0.070
```
Positions in Å, forces in eV/Å.

Output
* SMILES: P[C@@H](Cl)CCl
* HOMO energy: -9.70 eV

# H24NO15

13 unconnected molecules or ions with the total composition H24NO15 at a distorted geometry (ωB97M-V/def2-TZVPD, the Open Molecules 2025 dataset).

The geometry in XYZ format:
```
40
Properties=species:S:1:pos:R:3:forces:R:3:mulliken_charge:R:1
N 0.299 0.193 0.167 0.8292 -6.6926 1.5105 0.236
O 0.983 -0.408 -0.733 -0.7273 2.5600 0.2517 -0.281
O 0.839 0.263 1.313 0.2330 2.4128 -0.7845 -0.589
O -0.936 0.002 0.162 -0.1653 1.9926 -1.0205 -0.336
O -3.632 1.085 -1.303 -0.7192 0.4122 -0.8160 -0.607
H -4.338 1.742 -1.389 0.2577 -0.1882 -0.3392 0.264
H -3.617 0.994 -0.355 0.2694 -0.1492 0.9053 0.357
O 3.420 0.691 -1.300 1.4295 -0.1920 -0.5148 -0.685
H 2.600 0.244 -1.092 -0.6006 -0.0590 0.0900 0.341
H 3.891 0.088 -1.907 -0.4483 0.5161 0.3258 0.307
O 0.621 -2.828 0.853 1.6241 0.0657 -0.5343 -0.637
H 1.218 -2.051 0.761 -0.7369 -0.5672 0.4535 0.334
H -0.164 -2.542 1.288 -0.7377 0.5240 0.6183 0.297
O 1.048 3.005 -0.772 1.2662 0.2823 -1.4334 -0.590
H 1.584 3.781 -0.593 0.2983 -0.0265 -0.2556 0.263
H 0.467 2.983 -0.043 -1.4937 -0.1583 1.1329 0.406
O 2.754 -1.721 -3.453 1.0650 0.3862 0.8740 -0.633
H 2.132 -2.256 -3.935 -0.6700 -0.2584 0.2609 0.310
H 2.593 -1.835 -2.495 -0.3392 -0.0808 -1.1577 0.283
O 0.312 -2.795 -1.975 -0.4977 -0.2416 -0.8719 -0.651
H 0.948 -2.623 -1.295 0.3462 -0.0838 0.6388 0.312
H -0.525 -2.570 -1.533 0.0570 -0.2713 -0.4056 0.385
O -0.235 0.217 -3.238 0.9105 -1.2450 -1.4689 -0.696
H -0.004 -0.185 -2.411 0.5766 -0.7504 0.6577 0.377
H -0.782 0.904 -2.962 -1.5944 2.0037 0.5296 0.336
O 2.401 -0.571 3.346 1.6194 -0.6095 0.8065 -0.623
H 1.940 -0.080 2.689 -0.7252 0.4707 -0.8413 0.453
H 1.841 -0.721 4.097 -0.5353 -0.0511 0.1862 0.271
O -0.872 0.006 3.377 -0.4539 -0.0744 1.4487 -0.646
H -0.353 0.331 2.637 0.4906 0.0370 -0.5106 0.364
H -0.340 0.125 4.184 -0.3189 -0.0025 -0.7036 0.240
O -0.560 2.809 1.379 0.1789 0.9212 1.0183 -0.578
H -0.948 3.643 1.706 -0.0050 -0.5272 -0.3598 0.223
H 0.306 2.797 1.824 -0.3146 -0.3835 -0.0628 0.321
O -3.054 1.103 1.380 -0.7391 0.7422 1.4201 -0.794
H -2.785 1.469 2.254 -0.2016 -0.6321 -1.0616 0.325
H -2.234 0.840 0.958 0.8301 -0.1353 0.0142 0.468
O -2.142 -2.362 -0.637 -0.4114 -0.8129 -0.0540 -0.714
H -1.636 -1.719 -0.122 -0.6460 0.5084 -0.2133 0.281
H -3.040 -2.047 -0.832 0.7998 0.3575 0.2665 0.306
```
Positions in Å, forces in eV/Å.

Output
* HOMO energy: -7.06 eV
* net charge: -1

# C5H8O

A molecular structure, C5H8O (ωB97M-V/def2-TZVPD, the Open Molecules 2025 dataset).

The geometry in XYZ format:
```
14
Properties=species:S:1:pos:R:3:forces:R:3:mulliken_charge:R:1
C -1.108 -1.024 -0.582 0.0355 -0.2287 -0.0387 -0.848
C -1.613 0.401 -0.436 -0.0617 0.1826 0.0161 -0.632
C -0.188 0.076 -0.178 -0.3222 -0.1080 0.0858 0.818
C 0.669 0.169 1.072 -0.0255 0.0060 0.1201 -0.435
C 1.803 0.371 0.055 0.3565 0.0143 0.1674 -0.371
O 0.866 0.508 -1.030 -0.0180 0.0279 -0.1626 -0.470
H -0.994 -1.405 -1.593 -0.0312 0.0703 0.1477 0.236
H -1.397 -1.763 0.161 0.0404 0.1375 -0.1031 0.258
H -2.250 0.649 0.409 0.1264 -0.0558 -0.1219 0.242
H -1.842 0.938 -1.352 0.0756 -0.0619 0.1281 0.236
H 0.717 -0.723 1.700 0.0009 0.1340 -0.1088 0.277
H 0.467 1.052 1.685 0.0134 -0.1295 -0.1059 0.214
H 2.428 1.262 0.171 -0.1095 -0.1162 -0.0260 0.248
H 2.442 -0.511 -0.081 -0.0806 0.1273 0.0018 0.226
```
Positions in Å, forces in eV/Å.

Output
* HOMO energy: -9.01 eV

# C12H24ClI2N2OP2Y

A molecular structure, C12H24ClI2N2OP2Y at a distorted geometry (ωB97M-V/def2-TZVPD, the Open Molecules 2025 dataset).

The geometry in XYZ format:
```
45
Properties=species:S:1:pos:R:3:forces:R:3:mulliken_charge:R:1
I -2.640 0.182 -1.348 -0.1355 0.3193 -0.2258 0.254
I 2.370 1.157 1.478 0.0090 0.3516 0.1273 0.265
Y -0.286 1.984 -0.142 -0.0519 -1.6245 0.8570 0.445
P 1.043 1.850 -2.612 0.4876 0.1755 -1.0458 0.933
C 1.715 0.399 -3.468 -0.1908 -0.2797 0.2584 -1.172
C -0.047 2.610 -3.863 -0.4587 -0.0886 0.5322 -1.144
H 0.507 2.921 -4.758 -0.1990 -0.1587 0.2349 0.401
H 2.743 3.269 -3.646 0.0034 -0.0923 0.2794 0.409
H -0.510 3.476 -3.372 0.0791 0.0304 -0.3693 0.364
H 2.105 3.898 -2.077 0.2547 0.1015 -0.2722 0.367
H 0.907 -0.329 -3.625 0.2340 0.1927 -0.2458 0.356
H -0.852 1.904 -4.099 0.1806 0.1891 -0.2217 0.354
C 2.440 3.009 -2.625 -0.1172 0.0463 0.7164 -1.184
H 2.121 0.783 -4.415 -0.0486 -0.4831 0.2240 0.404
H 3.258 2.561 -2.051 0.0818 0.1777 -0.2615 0.357
H 2.482 -0.107 -2.865 -0.0648 0.2889 -0.2921 0.344
P -1.560 1.486 2.517 -0.3966 0.0978 0.7387 0.820
C -1.765 -0.092 3.413 0.3068 -0.1506 -0.3146 -1.199
C -0.820 2.567 3.798 0.4874 0.0505 -0.6343 -1.138
H -3.229 3.060 1.929 -0.2673 0.0366 0.2427 0.352
H -3.656 2.312 3.513 0.0863 -0.1425 -0.2761 0.403
H -3.887 1.425 1.942 -0.1446 0.1243 0.2414 0.348
C -3.265 2.128 2.505 0.1597 0.0896 -0.7411 -1.160
H -0.671 3.538 3.306 -0.0628 -0.0061 0.3685 0.348
H -1.459 2.678 4.685 0.2286 -0.1313 -0.2962 0.407
H -2.281 0.155 4.355 0.2172 -0.3922 -0.2901 0.410
H -0.777 -0.539 3.590 -0.2841 0.1347 0.2267 0.356
H 0.173 2.176 4.053 -0.2510 0.1322 0.2033 0.342
H -2.335 -0.817 2.814 -0.0337 0.2865 0.2859 0.325
Cl -0.767 4.300 -0.114 -0.0753 0.4624 -0.0329 -0.458
N 0.311 -6.189 0.183 0.2339 0.1420 -0.0586 -0.274
C 1.289 -5.250 0.117 0.7968 -1.8427 0.0253 0.330
O 2.494 -5.490 0.098 -1.6495 0.6713 0.0385 -0.576
C 0.777 -3.832 0.076 -0.4303 1.2262 -0.0850 0.700
C -0.531 -3.301 0.130 0.2866 0.4378 0.4096 -1.064
C -0.703 -1.903 0.135 -0.5045 -0.5945 -0.2673 -0.476
N 0.254 -0.965 -0.029 0.1157 -0.7884 0.3601 0.840
C 1.484 -1.516 -0.091 0.3773 -0.3361 0.0752 -0.627
C 1.773 -2.874 -0.020 0.1013 0.2983 -0.2033 -0.878
H 0.464 -7.198 0.178 0.2993 0.6794 -0.0024 0.252
H -0.631 -5.869 0.108 -0.4053 -0.2110 0.0190 0.134
H -1.467 -3.853 0.263 0.5776 -0.1499 -0.1298 0.225
H -1.749 -1.591 0.279 0.5547 0.2019 0.0486 0.365
H 2.373 -0.898 -0.166 -0.2795 0.4454 -0.3411 0.656
H 2.803 -3.216 -0.078 -0.1085 0.0822 0.0939 0.484
```
Positions in Å, forces in eV/Å.

Output
* HOMO energy (alpha / beta): -15.32 / -15.32 eV
* net charge: +2